Below is a molecular structure, C13H50AgF6N23O18S2 at a distorted geometry, with properties calculated with wB97M-V/def2-TZVPD.

```
113
Properties=species:S:1:pos:R:3:mulliken_charge:R:1
Ag 21.30204 -4.06868 2.70766 1.752
C 19.57224 -7.98019 1.46704 0.608
F 19.41451 -7.42764 0.26843 -0.203
F 18.81094 -9.03044 1.59341 -0.182
F 20.83520 -8.34637 1.57019 -0.090
S 19.02194 -6.63689 2.72567 -0.497
O 18.31400 -5.66036 1.94798 -0.425
O 18.19285 -7.32592 3.69364 -0.194
N 20.49879 -6.03220 3.34528 1.238
S 20.82018 -7.10772 4.49291 -0.384
O 20.15164 -6.82660 5.74081 0.451
O 20.81389 -8.49807 4.13135 -1.050
C 22.66018 -6.70981 4.66322 -0.023
F 22.82028 -5.44548 5.04476 0.105
F 23.24316 -7.55278 5.49232 -0.025
F 23.24018 -6.81016 3.46126 -0.216
O 21.87016 -2.92136 4.46631 -0.488
H 22.68109 -2.40755 4.52245 0.213
H 21.25866 -2.55668 5.14814 0.208
O 21.12355 -5.05517 0.72666 -0.359
H 20.34381 -5.18167 0.17001 0.176
H 21.88580 -5.28900 0.12199 0.266
O 19.10485 -3.23820 2.78081 -0.363
H 18.55610 -3.88759 2.30551 0.423
H 18.48481 -2.56376 3.08861 0.203
C 23.24051 -6.76756 -1.19941 0.756
O 22.49184 -5.80037 -1.37448 -0.773
N 22.87960 -8.04350 -0.91986 -0.333
N 24.59278 -6.59795 -1.34140 -0.449
H 21.95474 -8.37016 -1.14529 0.230
H 23.53772 -8.74054 -0.62726 0.164
H 24.85360 -5.73368 -1.78802 0.260
H 25.28679 -7.31235 -1.21984 0.169
C 19.39171 -3.85363 6.59940 0.459
O 19.43728 -2.83438 5.89251 -0.720
N 20.48385 -4.38322 7.21256 -0.071
N 18.28272 -4.60351 6.76278 -0.234
H 21.20908 -3.72208 7.42790 0.213
H 20.55053 -5.33206 7.53842 -0.216
H 18.22046 -5.38934 7.38340 0.170
H 17.52191 -4.48123 6.11492 0.185
C 16.83706 -2.59075 0.16480 0.538
O 16.23064 -1.51783 0.25022 -0.681
N 17.96476 -2.71665 -0.55915 -0.276
N 16.39780 -3.65768 0.89046 -0.220
H 18.49375 -3.54990 -0.73135 0.172
H 18.36548 -1.87748 -0.93918 0.210
H 16.75327 -4.59622 0.82813 0.160
H 15.45761 -3.51786 1.21831 0.165
C 24.12485 -10.82944 7.48651 0.604
O 24.43947 -10.94584 8.67224 -0.627
N 23.07598 -11.49656 6.95564 -0.318
N 24.76761 -9.92109 6.68637 -0.448
H 22.50446 -12.16437 7.43668 0.198
H 23.09117 -11.65276 5.95734 0.180
H 25.24959 -9.16760 7.13681 0.225
H 24.27028 -9.81496 5.81673 0.194
C 15.65379 -8.41757 6.77313 0.564
O 14.82133 -8.78778 5.93634 -0.711
N 16.90451 -7.97118 6.53493 0.069
N 15.34880 -8.66465 8.08667 -0.422
H 17.59846 -8.10572 7.24395 0.193
H 17.16484 -7.86430 5.56582 -0.018
H 16.03295 -8.46191 8.79702 0.128
H 14.42410 -8.90027 8.38643 0.236
C 24.80136 -3.93415 2.41719 0.416
O 23.56660 -4.02464 2.35638 -0.620
N 25.49818 -3.31146 3.41798 -0.316
N 25.59052 -4.68239 1.62261 -0.364
H 24.98491 -2.66138 3.98350 0.127
H 26.49623 -3.22918 3.36442 0.207
H 26.58573 -4.63091 1.74360 0.171
H 25.24079 -5.42218 1.03937 0.177
C 18.08883 -12.79401 1.34736 0.441
O 17.70569 -13.34192 0.30639 -0.702
N 19.36108 -12.97012 1.77806 -0.308
N 17.32985 -11.87942 2.00159 -0.215
H 19.62055 -12.57593 2.67022 0.285
H 19.92245 -13.70193 1.39079 0.215
H 17.69867 -11.21538 2.65119 0.197
H 16.37386 -11.94477 1.69816 0.182
C 14.81237 -7.50595 2.84136 0.624
O 15.31959 -6.73557 2.01956 -0.634
N 15.42082 -8.57371 3.38880 -0.148
N 13.52601 -7.35428 3.27168 -0.415
H 16.39407 -8.69676 3.16471 -0.110
H 15.04568 -9.21153 4.06402 0.308
H 13.08929 -6.51328 2.93553 0.230
H 13.10254 -7.96508 3.93975 0.181
C 26.77138 -4.62114 6.72345 0.648
O 27.51961 -5.58344 6.59044 -0.650
N 25.41658 -4.75204 6.72672 -0.159
N 27.22298 -3.35425 6.88284 -0.382
H 24.80734 -3.96475 6.81763 0.107
H 25.15468 -5.71794 6.81375 -0.002
H 26.62582 -2.55305 6.79825 0.152
H 28.21006 -3.17802 6.93824 0.234
C 18.71820 -11.42710 5.63882 0.504
O 18.81891 -11.94749 4.52357 -0.732
N 18.17279 -11.98179 6.73392 -0.368
N 19.11212 -10.11736 5.77802 0.315
H 18.16847 -11.51747 7.61905 0.138
H 17.90850 -12.94916 6.64777 0.270
H 18.97207 -9.67037 6.65916 -0.069
H 19.55291 -9.72380 4.96075 0.056
C 21.64171 -6.96006 9.00395 0.500
O 20.50460 -6.70510 9.42971 -0.684
N 22.70640 -6.15105 9.23325 -0.299
N 21.87986 -8.04142 8.25621 -0.031
H 23.65507 -6.38941 9.00612 0.160
H 22.61153 -5.39172 9.88438 0.253
H 21.16886 -8.73216 8.10579 0.060
H 22.79095 -8.36714 7.97728 -0.022
```

Properties
Net charge ... +1
Spin multiplicity ... 2
Gap between HOMO and LUMO (spin up / spin down) ... 7.2 / 2.9 eV
⟨S²⟩ ... 0.751
Lowest unoccupied orbital energy (spin up / spin down) ... -3.2 / -7.5 eV


Below is 12 unconnected molecules or ions with the total composition C13H50N6O12 at a distorted geometry, with properties calculated with wB97M-V/def2-TZVPD.

```
81
Properties=species:S:1:pos:R:3:mulliken_charge:R:1
C 4.25052 0.39422 -2.03470 -1.265
C 2.93052 0.91322 -2.59270 0.180
O 2.23352 1.65922 -1.70470 -0.442
H 4.90152 1.20122 -1.75970 0.326
H 4.79252 -0.23778 -2.68570 0.432
H 3.96252 -0.23078 -1.15770 0.118
H 2.49652 -0.05278 -2.85370 0.116
H 3.04052 1.44722 -3.54370 0.370
H 1.38652 1.42522 -2.03570 0.138
C 0.67352 -2.44278 3.82330 0.021
O 0.08652 -1.21478 3.42430 -0.346
N 0.44052 -3.04978 4.99730 -0.369
N 1.48852 -3.10978 3.07130 -0.388
H -0.03548 -2.41378 5.69630 0.313
H 0.79452 -3.99778 5.33730 0.248
H 1.31552 -2.96778 1.99830 0.313
H 2.52352 -3.02478 3.31630 0.262
C -3.42048 -1.63578 1.11730 0.519
O -3.83848 -0.33578 1.43430 -0.666
N -3.60248 -2.21178 -0.04270 -0.308
N -2.85748 -2.47278 1.99830 -0.352
H -3.89748 -1.68378 -0.87770 0.244
H -3.18448 -3.16978 -0.19470 0.185
H -2.63748 -2.11678 2.95830 0.203
H -2.34948 -3.36478 1.81430 0.181
C -0.44248 1.33722 -4.58870 0.121
O 0.10352 1.08022 -3.37770 -0.371
N -0.32848 0.65422 -5.65270 -0.323
N -1.08348 2.49422 -4.76170 -0.360
H 0.15352 -0.27178 -5.47770 0.322
H -1.12848 0.80222 -6.27770 0.232
H -1.09248 3.15022 -3.96570 0.211
H -1.49448 3.02322 -5.60770 0.216
C -0.56548 0.13322 0.23230 -0.356
O -0.41848 0.64222 1.54730 -0.041
H -0.00448 -0.76078 0.05730 0.258
H -0.45148 0.95322 -0.45170 0.079
H -1.51248 -0.28678 0.18130 0.133
H -0.44748 -0.10678 2.11930 -0.028
C -1.66148 1.31422 4.88830 -0.307
O -0.88648 0.28322 5.32730 -0.605
H -0.95648 1.89622 4.29830 0.018
H -2.11448 1.95822 5.69230 0.265
H -2.36348 0.91322 4.20830 0.229
H -0.73248 -0.21778 4.55030 0.440
C 2.67252 0.07122 1.34330 0.157
O 3.32952 1.24122 1.00130 -0.590
H 2.12752 0.08722 2.23530 0.005
H 3.42652 -0.77078 1.36530 0.179
H 1.90252 -0.11878 0.59830 -0.271
H 2.99252 1.48922 0.08730 0.437
C -3.69048 0.62122 -2.01570 -0.224
O -4.16548 -0.61578 -2.53470 -0.678
H -4.46248 1.29922 -2.30870 0.396
H -2.76548 0.90122 -2.46670 -0.177
H -3.68748 0.66922 -0.96670 0.215
H -3.41548 -0.74678 -3.15670 0.438
C -0.82348 -2.24178 -2.28770 -0.210
O -1.35148 -1.31178 -3.20170 -0.444
H 0.25452 -2.17178 -2.15970 0.257
H -1.30248 -3.22378 -2.58570 0.395
H -1.21348 -1.97178 -1.33470 -0.167
H -0.86048 -0.51378 -3.07070 0.148
C 1.29952 2.93822 3.16230 -0.737
O 0.09852 3.04822 2.40730 -0.627
H 1.22952 1.96122 3.60830 0.107
H 1.31852 3.59322 3.96930 0.391
H 2.21152 2.95322 2.65930 0.313
H -0.07448 2.19322 1.98730 0.576
C 2.76052 -3.21278 -0.03070 -0.756
O 1.52652 -2.81378 0.37530 -0.326
H 3.49652 -2.71478 0.64730 0.254
H 2.77052 -2.80678 -1.03070 0.206
H 2.91052 -4.28878 -0.02370 0.329
H 0.96452 -3.50378 0.00030 0.196
C -0.54448 3.65222 -1.22270 -0.025
O -0.74048 4.32922 -2.47470 -0.568
H 0.59052 3.45222 -1.05770 0.176
H -1.13948 2.85322 -1.28070 -0.274
H -1.04648 4.10422 -0.35470 0.441
H -0.66548 5.27122 -2.32670 0.287
```

Properties
Energy relative to the best compared isomer or geometry (same formula, charge and spin) ... 36.2 kcal per mole
SMILES ... NC(N)=O.NC(N)=O.NC(N)=O.CCO.CO.CO.CO.CO.CO.CO.CO.CO
Gap between HOMO and LUMO ... 8.1 eV
Lowest unoccupied orbital energy ... -0.2 eV


Below is 12 unconnected molecules or ions with the total composition C13H50N8O12 at a distorted geometry, with properties calculated with wB97M-V/def2-TZVPD.

```
83
Properties=species:S:1:pos:R:3:mulliken_charge:R:1
C -1.51160 -0.54092 2.25966 -0.132
C -2.75977 -0.74643 3.14205 -0.529
O -2.23053 -1.33948 4.30742 -0.624
H -0.73650 -1.29352 2.29377 0.609
H -0.95709 0.29369 2.64675 0.384
H -1.84167 -0.43189 1.20681 -0.527
H -3.45190 -1.38896 2.58323 0.389
H -3.20704 0.21156 3.36767 0.117
H -1.58257 -0.67052 4.65144 0.324
C -0.22898 0.32810 -0.87545 0.456
O -0.85138 -0.08808 -1.98592 -0.995
N 0.82280 -0.30343 -0.34688 2.202
N -0.60102 1.38745 -0.21618 1.184
H 1.18682 -1.13738 -0.80873 -1.145
H 1.44001 0.04720 0.43983 -0.581
H -1.40331 1.90394 -0.58343 -0.068
H -0.15079 1.68313 0.64107 -0.709
C 1.47910 1.52362 2.48161 0.210
O 1.03400 1.32290 3.78369 -0.800
N 2.20908 0.74504 1.75515 0.020
N 1.20095 2.63425 1.91530 -0.111
H 2.53490 -0.10986 2.26724 0.096
H 2.77267 1.01691 0.97259 0.328
H 1.00272 3.38052 2.59636 0.315
H 1.50514 3.01111 0.99455 0.193
C 2.46291 -1.37025 -2.88735 0.080
O 2.76923 -0.04856 -2.56633 -0.614
N 3.41164 -2.29868 -2.79235 -0.492
N 1.24394 -1.84022 -3.05168 -0.042
H 4.34652 -1.90258 -2.58576 0.252
H 3.37557 -3.32788 -3.06445 0.365
H 0.49916 -1.15863 -2.87535 0.046
H 1.03257 -2.74691 -3.40983 0.240
C 2.99560 -2.80035 0.49496 -0.034
O 3.60408 -1.53804 0.39397 -0.523
N 2.61009 -3.33249 1.60951 -0.373
N 2.71779 -3.54377 -0.57094 -0.329
H 2.88890 -2.71471 2.38984 0.243
H 2.37930 -4.35361 1.82825 0.270
H 3.00978 -2.98942 -1.40948 0.314
H 2.00356 -4.27152 -0.62302 0.305
C -2.45490 2.90733 2.69889 -0.723
O -2.88486 2.63738 3.98793 -0.581
H -2.44491 3.95141 2.63339 0.673
H -3.05403 2.47679 1.93472 -0.023
H -1.35864 2.79567 2.62653 0.257
H -2.36021 3.11374 4.63040 0.309
C -3.64504 0.14270 -0.44646 0.728
O -4.76418 -0.41552 0.20392 -0.527
H -3.17622 0.79001 0.29849 -0.770
H -3.85105 0.74118 -1.35916 0.368
H -2.87580 -0.60994 -0.74941 -0.140
H -5.33292 0.29252 0.37499 0.325
C 5.21617 1.14732 -0.45745 -0.856
O 3.80901 1.30970 -0.50776 -0.412
H 5.45236 1.58985 -1.45395 0.274
H 5.34920 0.06714 -0.49469 0.240
H 5.75663 1.57490 0.37084 0.281
H 3.48526 0.97422 -1.38397 0.375
C -0.70511 -3.33104 -0.19885 0.294
O -0.13541 -3.67653 1.04116 -0.596
H -1.61969 -3.92785 -0.45103 0.207
H 0.06838 -3.52006 -0.98005 0.014
H -1.03635 -2.32523 -0.19100 -0.250
H 0.72643 -3.20349 1.15017 0.380
C -3.40740 4.02646 -0.48076 -0.582
O -2.15800 3.66222 -0.87450 -0.465
H -3.56240 4.18669 0.62150 0.152
H -4.16591 3.24729 -0.76120 0.199
H -3.71471 4.97974 -0.92770 0.347
H -1.51662 4.23170 -0.38081 0.241
C 1.49518 3.08236 -2.36940 -0.657
O 1.48994 3.10030 -0.93064 -0.721
H 0.47673 2.74154 -2.62584 0.257
H 2.18036 2.37696 -2.83352 0.126
H 1.68827 4.05506 -2.78399 0.385
H 0.79694 2.46403 -0.72514 0.512
C -2.27735 -2.93862 -3.26797 0.045
O -2.78354 -4.20925 -2.99900 -0.530
H -1.73404 -2.51589 -2.49131 -0.385
H -3.08231 -2.22741 -3.47101 0.316
H -1.62692 -2.88590 -4.16125 0.292
H -3.28699 -4.08081 -2.18472 0.304
```

Properties
Energy relative to the best compared isomer or geometry (same formula, charge and spin) ... 208.9 kcal per mole
SMILES ... NC(N)=O.NC(N)=O.NC(N)=O.NC(N)=O.CCO.CO.CO.CO.CO.CO.CO.CO
Gap between HOMO and LUMO ... 9.1 eV
Lowest unoccupied orbital energy ... 0.0 eV